1.
# C36H58FeN6O4PS

A structure of composition C36H58FeN6O4PS (the ωB97M-V functional and the def2-TZVPD basis, the Open Molecules 2025 dataset).

energy above the lowest of the compared OMol25 structures with the same formula, charge and spin = 6.2 kcal per mole
total charge = +2
⟨S²⟩ = 0.780
Kohn-Sham gap (spin up / spin down) = 7.196 / 6.830 eV
molecular weight = 757.784 g/mol
LUMO level (spin up / spin down) = -5.61 / -5.97 eV
spin multiplicity = 2
energy = -109909.87484 eV
largest force on an atom = 0.01678 Eh/bohr

XYZ file:
```
107
Properties=species:S:1:pos:R:3:forces:R:3:lowdin_spin:R:1
Fe -0.2301 0.1043 0.5356 -0.514 -0.139 0.679 1.032
S 2.1029 0.9276 -1.9624 0.098 0.088 -0.164 0.008
P 0.4901 -2.2215 1.3187 -0.054 -0.257 -0.016 0.002
O -0.4550 -1.1960 1.9694 0.059 0.112 0.050 -0.005
O 1.0092 -1.4734 0.0953 -0.037 0.268 -0.166 -0.002
O -0.2657 -3.4968 0.8283 -0.006 0.011 0.077 -0.001
O 1.5699 -2.6095 2.3645 0.045 0.071 -0.019 0.001
N 4.7128 1.2492 -1.9356 0.043 0.038 0.015 0.002
N -1.7395 -0.8287 -0.4430 0.140 -0.230 -0.113 -0.017
N 4.0190 -0.8729 -2.4579 -0.033 0.056 -0.016 0.001
N -1.2937 1.3464 1.7114 0.140 -0.015 -0.018 -0.019
N -0.7679 1.5100 -0.8328 0.282 0.188 -0.251 -0.001
N 1.2433 0.9279 1.6263 -0.037 0.014 -0.106 -0.012
C -2.6749 0.8428 1.8870 -0.061 -0.020 0.020 -0.001
C -0.6227 1.3646 3.0356 0.031 -0.030 -0.013 -0.001
C 6.1255 1.0083 -2.2212 -0.014 -0.009 -0.034 0.000
C 1.7518 1.9955 3.6932 -0.023 -0.016 0.005 -0.001
C 2.5455 0.8654 1.3341 -0.017 -0.013 0.012 0.002
C -1.3916 -1.7510 -1.3619 -0.148 0.021 0.009 -0.001
C -3.0321 -0.4959 -0.3096 -0.022 0.045 0.054 0.000
C 3.1044 1.9601 3.3774 -0.019 0.022 0.043 0.003
C 3.0566 -1.9283 -2.7691 0.051 -0.004 -0.014 0.000
C 0.8514 1.4586 2.7980 0.037 -0.019 -0.091 0.000
C -3.6558 -2.0692 -2.0146 0.026 -0.013 -0.001 0.001
C 2.6012 -4.5016 1.1592 0.007 0.009 -0.031 0.000
C -1.7441 3.4998 -2.5027 0.023 -0.041 0.031 0.004
C 2.8313 -3.3745 2.1502 0.009 -0.069 -0.009 0.000
C 3.8699 -2.3945 1.6390 -0.004 0.005 -0.045 0.000
C 6.1662 2.2854 -4.4573 -0.008 -0.013 0.007 0.000
C -3.4593 0.6232 0.6082 -0.030 0.037 -0.027 0.000
C 4.7398 2.3648 -4.9977 0.003 -0.004 0.008 0.000
C 3.5046 1.3791 2.1885 0.013 -0.035 -0.032 -0.001
C 3.6297 -1.8535 -5.2676 0.005 -0.021 0.003 0.000
C 2.5355 -1.8733 -4.2022 0.003 -0.007 0.012 0.000
C 3.1875 -3.8988 3.5265 -0.044 -0.003 0.018 0.000
C -2.6061 -3.6184 1.4648 0.040 -0.039 0.002 0.000
C -1.2881 2.2978 -3.0238 -0.009 0.032 -0.008 0.000
C 6.4986 0.9921 -3.7049 -0.015 0.029 0.025 0.000
C -1.2304 2.7223 1.1564 -0.017 -0.065 -0.019 0.000
C 3.7037 0.3884 -2.1431 0.045 -0.120 -0.020 0.003
C -1.7360 3.6739 -1.1285 0.022 -0.009 -0.030 -0.001
C -2.3144 -2.3849 -2.1661 -0.027 0.026 0.006 -0.001
C -1.2660 -5.6410 0.8334 0.015 -0.019 -0.018 0.000
C -4.0095 -1.1197 -1.0748 0.001 -0.012 -0.011 -0.001
C -0.8357 -4.4855 3.0194 0.000 -0.002 0.021 0.000
C -1.2600 -4.3180 1.5724 -0.013 0.019 -0.015 0.000
C 4.6028 -3.0246 -5.1836 -0.001 -0.007 0.002 0.000
C -0.8146 1.3317 -2.1626 0.065 -0.054 -0.020 0.004
C -1.2489 2.6541 -0.3324 -0.032 0.084 0.013 0.002
H 2.2398 -1.8549 -2.0547 -0.036 0.018 0.041 0.000
H 6.3732 3.1435 -3.8090 0.005 -0.001 -0.005 0.000
H -2.0400 3.3377 1.5555 -0.028 -0.026 -0.017 0.000
H -0.2895 -6.1229 0.8885 -0.023 0.010 0.004 0.000
H 4.1351 -4.4353 3.4797 0.000 0.005 -0.003 0.000
H 4.4116 2.1983 -1.7854 0.008 -0.007 -0.020 0.000
H -0.3354 -1.9607 -1.4373 -0.019 -0.019 -0.016 0.000
H 3.5621 -1.9721 0.6805 0.013 0.011 0.007 0.000
H 6.4332 0.0792 -1.7318 0.003 0.007 0.003 0.000
H -2.8755 -3.4670 0.4192 0.005 -0.011 0.001 0.000
H 6.8553 2.3776 -5.2979 0.008 0.003 0.003 0.000
H 3.8327 2.3792 4.0588 -0.003 -0.003 0.004 0.000
H -1.5214 -5.4914 -0.2162 -0.003 0.000 0.014 0.000
H 4.8180 -2.9156 1.4999 -0.005 0.006 0.009 0.000
H -1.2912 2.1043 -4.0866 0.005 0.005 0.002 0.000
H 1.8977 -2.7515 -4.3492 -0.002 0.012 0.003 0.000
H -0.8371 0.4233 3.5378 -0.027 0.033 0.041 0.000
H 3.9828 2.3411 -4.2118 0.006 -0.005 -0.010 0.000
H 6.6752 1.8065 -1.7229 0.006 0.004 0.005 0.000
H -3.2193 1.5582 2.5107 -0.004 -0.019 0.033 -0.001
H -1.5666 -5.1187 3.5226 0.015 0.003 0.017 0.000
H 4.5481 1.3172 1.9142 -0.006 0.003 0.000 0.000
H -4.4828 0.4106 0.9193 -0.023 0.030 -0.027 0.000
H 4.0220 -1.5927 2.3612 -0.006 0.028 -0.004 0.000
H 4.9861 -1.0777 -2.6509 0.023 0.001 -0.007 0.000
H 2.3337 -4.1194 0.1712 0.016 -0.010 0.017 0.000
H 6.0282 0.1435 -4.2129 0.002 0.009 -0.004 0.000
H -2.1109 4.5804 -0.6728 -0.002 -0.006 0.000 0.000
H 4.1779 -0.9093 -5.2028 0.002 0.017 -0.007 0.000
H 2.7868 0.4000 0.3904 0.016 0.031 0.010 0.000
H 5.3010 -3.0139 -6.0199 -0.005 0.002 0.005 0.000
H 3.5739 -2.8715 -2.5892 -0.011 -0.009 0.009 0.000
H 4.5968 3.2844 -5.5654 -0.003 -0.004 0.007 0.000
H -1.9802 -3.1121 -2.8924 0.006 0.006 0.006 0.000
H -4.4130 -2.5498 -2.6199 0.005 0.000 0.003 0.000
H 1.8157 -5.1760 1.4970 0.024 0.000 0.009 0.000
H -0.4429 0.3901 -2.5363 0.014 0.002 0.008 0.000
H 4.5408 1.5312 -5.6747 -0.005 -0.008 0.002 0.000
H -5.0452 -0.8408 -0.9351 0.005 0.004 0.004 0.000
H -3.3727 -4.2410 1.9274 0.010 0.011 0.002 0.000
H 3.2877 -3.0778 4.2364 0.004 -0.002 -0.017 0.000
H -0.2869 3.1722 1.4708 -0.011 0.010 0.037 0.000
H -0.7968 -3.5302 3.5461 -0.016 -0.004 -0.012 0.000
H 3.5233 -5.0752 1.0626 -0.005 0.010 -0.001 0.000
H 1.9031 -0.9891 -4.3120 -0.001 -0.008 0.004 0.000
H -2.5866 -2.6566 1.9766 0.008 0.015 0.010 0.000
H 2.4232 -4.5839 3.8932 0.005 0.003 -0.010 0.000
H 3.1528 -1.8519 -6.2494 0.003 0.014 0.001 0.000
H 5.2011 -3.0053 -4.2680 -0.008 -0.004 -0.009 0.000
H 4.0734 -3.9797 -5.2080 0.007 0.010 0.007 0.000
H -1.0048 2.1929 3.6358 0.020 0.005 0.042 -0.001
H 7.5751 0.8112 -3.7449 -0.003 -0.015 -0.001 0.000
H -2.0043 -6.3079 1.2785 0.004 0.002 -0.004 0.000
H -3.5214 1.5465 0.0222 0.000 -0.027 0.010 0.000
H 0.1395 -4.9658 3.0950 -0.021 -0.006 -0.002 0.000
H 1.4025 2.4302 4.6199 -0.001 -0.007 -0.005 0.000
H -2.5937 -0.0948 2.4347 0.012 -0.010 -0.001 0.000
H -2.1147 4.2803 -3.1536 -0.004 -0.006 0.003 0.000
```
Forces are in eV/Å.

***

2.
# C36H60GeMnN6O3PS

A structure of composition C36H60GeMnN6O3PS at a distorted geometry (the ωB97M-V functional and the def2-TZVPD basis, the Open Molecules 2025 dataset).

energy above the lowest of the compared OMol25 structures with the same formula, charge and spin = 45.0 kcal per mole
total charge = +3
⟨S²⟩ = 8.760
Kohn-Sham gap (spin up / spin down) = 5.429 / 6.743 eV
molecular weight = 815.504 g/mol
LUMO level (spin up / spin down) = -7.96 / -7.96 eV
spin multiplicity = 6
energy = -161330.23409 eV
largest force on an atom = 0.08492 Eh/bohr

XYZ file:
```
109
Properties=species:S:1:pos:R:3:forces:R:3:lowdin_spin:R:1
Ge -0.8879 -0.9876 3.2125 0.048 -0.410 0.226 0.000
Mn -1.0199 0.6746 -0.9163 -0.696 -1.254 -0.696 4.501
S -1.5691 -1.8320 1.0807 0.168 -0.024 0.252 0.017
P 0.1733 -2.4996 -2.2917 -0.027 -0.053 0.037 0.010
O -0.4282 2.0766 -2.2585 0.378 0.629 -0.808 0.061
O 0.4080 1.0879 0.0967 3.541 0.646 2.473 0.074
O -0.1010 -1.1486 -1.6894 0.339 -0.122 -0.072 0.052
N 2.7348 3.5579 -3.7554 -1.594 0.264 0.311 0.006
N -2.5077 0.3393 -2.1064 -1.841 -0.305 -2.825 0.024
N -2.2310 1.8203 0.4119 0.145 0.967 0.848 0.058
N 3.6992 1.2850 -0.2966 -0.608 0.163 2.545 0.004
N -4.0937 -1.9217 1.9276 0.075 -0.243 -0.137 0.002
N -3.3900 -3.6622 0.5881 -0.129 0.125 0.126 0.003
C 0.7221 2.1198 0.8042 -0.251 -0.072 0.058 0.015
C 0.6072 -3.7192 -1.0037 -0.191 0.270 -0.616 0.002
C 0.0923 4.1542 2.0176 0.010 -0.602 -0.322 0.000
C -0.2817 3.0409 1.2527 1.219 -0.001 0.066 0.009
C -0.8337 -4.2301 4.4758 -0.225 -0.065 -0.264 0.000
C 2.3538 3.4097 2.0720 -0.192 0.232 0.224 0.001
C 0.0768 0.7530 -7.6825 -0.180 0.043 -0.287 0.000
C -0.3737 1.7740 -3.4967 0.080 0.420 0.137 0.014
C 0.8420 1.9492 -5.6191 -0.429 -0.375 -0.363 0.010
C 1.8886 -1.0200 5.2230 0.201 0.287 -0.077 0.000
C 1.7774 5.5355 3.2570 0.027 0.119 0.302 0.001
C -1.9545 -1.9540 4.6424 0.339 0.229 -0.554 0.000
C 3.5386 1.4578 -2.7488 -0.151 0.204 0.090 0.000
C 1.4172 3.4076 -3.6846 0.673 -0.152 -0.213 0.008
C 1.5850 -2.4703 -3.4349 -0.471 -0.089 0.349 0.002
C -4.3263 1.4337 -0.9112 0.322 -0.243 0.178 0.000
C 3.1522 1.4271 0.9043 0.586 0.231 -1.816 0.004
C -3.6863 1.7605 0.4385 -0.286 0.270 -0.103 0.006
C 0.6618 2.3673 -4.3007 -0.058 -0.382 0.385 0.006
C -3.8282 0.1237 -1.5426 -0.422 0.067 -0.126 0.010
C 1.3964 4.3564 2.4327 0.366 -0.270 -0.247 0.006
C -0.9416 -5.5491 3.7248 0.133 0.103 0.160 0.000
C 2.0652 2.3350 1.2405 -0.606 0.005 -0.317 0.008
C -2.4013 0.3677 -3.4018 -0.827 -0.334 1.239 0.031
C -1.1023 0.5483 -5.4871 -0.040 0.326 1.074 0.002
C -2.1473 -3.4497 4.4240 0.276 0.061 -0.098 0.000
C -1.6775 2.8231 1.0136 -1.145 -0.609 -0.279 0.023
C 3.4953 2.1854 -1.4028 -0.453 0.364 -0.961 0.000
C -0.0548 1.0727 -6.2323 0.834 0.347 0.091 0.001
C -3.1372 -2.5353 1.2413 -0.248 0.239 0.138 0.005
C 1.0746 -1.1902 2.8236 -0.541 -0.068 0.036 0.000
C 1.9934 -0.4695 3.8027 -0.338 -0.119 0.231 0.000
C -1.2733 0.8529 -4.1282 0.811 0.275 -0.632 0.003
C 3.6500 2.4499 -3.9259 0.452 -0.846 -0.217 0.001
C -1.2809 -3.0929 -3.2218 0.612 0.058 0.308 0.001
C 2.8866 -0.3485 6.1571 -0.227 -0.160 -0.002 0.000
H 1.7662 0.6009 3.8130 0.087 0.078 -0.015 0.000
H -2.1835 -2.9456 -2.6319 -0.007 0.016 0.117 0.000
H 3.4367 1.9175 -4.8521 0.144 0.124 0.044 0.000
H 1.2124 -0.8039 1.8086 -0.185 -0.035 -0.068 0.000
H 3.0253 -0.5922 3.4624 0.081 0.038 -0.024 0.000
H 1.1795 6.4042 2.9994 0.003 0.125 -0.009 0.000
H 3.1285 4.3949 -3.3477 -0.114 0.102 -0.033 0.000
H 2.6301 0.8596 -2.8510 0.045 -0.060 -0.008 0.000
H 1.6242 2.4000 -6.2129 0.094 0.011 -0.147 0.001
H -4.1282 2.2516 -1.6060 -0.096 -0.002 -0.061 0.000
H -0.0872 -0.3044 -7.8778 0.064 -0.067 -0.038 0.000
H 2.4578 -2.0924 -2.9079 0.041 0.047 0.084 0.000
H -2.9141 -1.4429 4.7550 0.112 0.134 -0.076 0.000
H -0.0403 -3.6247 4.0285 0.122 -0.007 0.062 0.000
H -0.0580 -6.1608 3.8781 0.056 -0.126 -0.017 0.000
H -3.9738 0.9876 1.1638 0.009 0.059 -0.033 0.000
H -5.0220 -2.3068 2.0186 -0.038 -0.024 0.073 0.000
H 3.6292 0.8904 1.7108 0.210 -0.348 0.048 0.000
H -0.5563 -4.4184 5.5111 0.078 0.099 0.096 0.000
H 1.8017 -3.4738 -3.7841 0.049 -0.195 -0.133 0.000
H 4.2833 2.9515 -1.3747 -0.049 -0.144 0.188 0.000
H 2.6854 0.7170 6.2370 0.026 0.131 0.041 0.000
H -2.6291 -3.6312 3.4575 -0.021 -0.057 0.089 0.000
H 1.6175 5.3235 4.3129 -0.005 0.069 0.125 0.000
H 0.8664 4.1243 -3.0872 0.057 0.215 0.041 0.001
H -1.4054 -1.8011 5.5723 0.077 0.174 0.033 0.000
H -1.1746 -4.1423 -3.4745 -0.021 -0.190 -0.105 0.000
H 4.5037 0.6732 -0.3746 -0.026 -0.140 0.134 0.000
H 4.4023 0.7901 -2.7868 -0.014 -0.013 -0.096 0.000
H 0.7385 -4.7058 -1.4364 0.026 -0.180 -0.061 0.000
H 1.3138 -2.2566 2.8176 -0.115 0.017 -0.071 0.000
H -0.6661 4.8624 2.3134 -0.175 0.121 0.069 0.000
H -5.4041 1.3688 -0.7630 -0.035 0.038 -0.012 0.000
H -2.6506 -4.1324 0.0915 0.016 -0.004 0.126 0.000
H 1.3692 -1.8308 -4.2865 -0.076 0.091 -0.072 0.000
H 3.9024 -0.4841 5.7923 0.113 -0.001 0.004 0.000
H -4.2859 -4.1272 0.6397 -0.004 0.053 -0.054 0.000
H 1.5455 -3.4121 -0.5469 0.054 0.060 0.062 0.000
H 3.3668 3.5394 2.4176 0.236 0.095 0.135 0.000
H 4.6606 2.8518 -3.9892 -0.068 0.053 -0.063 0.000
H 1.0503 1.0412 -8.0662 0.078 -0.045 -0.079 0.000
H -3.7725 -0.6670 -0.7815 -0.042 0.088 -0.101 0.001
H -1.8070 -0.1166 -5.9665 -0.130 -0.084 -0.085 0.000
H -1.3716 -2.5143 -4.1385 0.020 0.055 -0.067 0.000
H -0.1626 -3.7460 -0.2357 0.042 -0.004 -0.038 0.000
H -3.2495 0.0444 -4.0081 -0.145 -0.028 -0.002 0.003
H -2.8227 -3.8287 5.1930 -0.088 -0.018 -0.053 0.000
H 2.0753 -2.0969 5.2117 -0.141 -0.039 -0.026 0.000
H -2.3308 3.5790 1.4573 -0.035 0.072 -0.011 0.003
H -1.3237 0.4835 3.0795 0.039 -0.009 0.067 0.000
H -0.6779 1.3050 -8.2422 0.000 0.000 -0.150 0.000
H 0.8693 -0.8524 5.5965 0.048 -0.123 0.020 0.000
H -4.5331 -0.1835 -2.3252 0.032 -0.086 0.112 0.002
H 2.5300 2.6766 -1.2629 0.129 -0.069 0.058 0.000
H -3.9021 -1.0379 2.3716 -0.011 -0.078 -0.011 0.000
H -1.8081 -6.1065 4.0678 -0.095 -0.172 0.021 0.000
H 2.8270 5.7757 3.1263 0.105 0.137 0.006 0.000
H 2.8226 -0.7846 7.1492 0.074 0.043 0.136 0.000
H -1.0472 -5.3744 2.6545 -0.057 0.002 -0.148 0.000
H -4.0964 2.7179 0.7835 -0.032 -0.149 0.123 0.002
```
Forces are in eV/Å.